Entry from the OMol25 dataset: the molecule C2H3O4P at a distorted geometry (ωB97M-V with the def2-TZVPD basis set).

```
10
C2H3O4P | the OMol25 dataset | ωB97M-V with the def2-TZVPD basis set
C 2.292 -0.337 0.031
C 1.253 -0.587 0.563
O 0.066 -0.688 1.142
P -1.126 0.098 0.340
O -2.418 -0.145 0.945
O -0.753 1.632 0.286
O -1.006 -0.407 -1.166
H 3.198 -0.065 -0.451
H -0.267 1.832 -0.529
H -1.069 -1.372 -1.198
```

Net charge   0
HOMO energy   -0.3885 Ha
Largest force on an atom   1.47 eV/Å
Relative energy (zero: lowest compared OMol25 entry of this formula, charge and spin)   27.1 kcal/mol

Löwdin atomic charge list, values in e, 2 entries:
1. C 0.13
2. C -0.27

***

Entry from the OMol25 dataset: a structure of composition C6H11N3 at a distorted geometry (ωB97M-V with the def2-TZVPD basis set).

```
20
C6H11N3 | the OMol25 dataset | ωB97M-V with the def2-TZVPD basis set
C -0.591 2.029 0.144
C -0.106 0.562 0.103
C 0.276 -1.384 0.533
C -0.797 -0.717 -0.453
C 1.575 -1.046 -0.186
C 1.376 0.371 -0.545
H 0.019 2.522 0.893
H -0.460 2.488 -0.818
H -1.686 2.160 0.320
H -0.843 -0.235 1.793
H 0.138 -2.393 0.870
H -0.709 -0.918 -1.516
H -2.799 0.139 -0.099
H -2.575 -1.694 -0.630
H 2.141 -1.821 -0.818
H 3.252 0.087 -0.024
H 1.524 0.807 -1.514
N 0.076 -0.160 1.409
N -2.201 -0.880 0.056
N 2.390 0.083 0.482
```

Net charge   0
HOMO energy   -0.3151 Ha
Largest force on an atom   4.55 eV/Å
Relative energy (zero: lowest compared OMol25 entry of this formula, charge and spin)   93.5 kcal/mol

Löwdin atomic charge list, values in e, 2 entries:
1. C -0.01
2. C -0.39

***

Entry from the OMol25 dataset: a structure of composition C38H49IrN2O2P2 (ωB97M-V with the def2-TZVPD basis set).

```
94
C38H49IrN2O2P2 | the OMol25 dataset | ωB97M-V with the def2-TZVPD basis set
Ir 0.317 -0.763 1.175
C 4.285 0.014 1.592
C 3.804 0.135 0.149
C 4.903 -0.197 -0.866
P 2.259 -0.801 -0.235
C 2.570 -2.533 -0.765
C 3.329 -3.226 0.379
C 3.192 -2.849 -2.127
C 1.527 0.293 -1.503
C 1.699 0.282 -2.883
C 1.158 1.299 -3.668
C 0.457 2.339 -3.075
C 0.311 2.392 -1.695
C 0.858 1.385 -0.909
N 0.765 1.332 0.495
C 0.937 2.352 1.361
C 1.439 3.624 0.983
C 1.698 4.576 1.943
C 1.490 4.289 3.293
C 0.995 3.038 3.683
C 0.706 2.075 2.743
P -0.046 0.485 3.173
C -1.790 0.873 3.622
C -1.936 1.526 5.000
C -2.428 1.761 2.547
C 0.750 -0.231 4.650
C 2.258 -0.381 4.478
C 0.092 -1.591 4.925
H 5.230 0.550 1.698
H 3.571 0.459 2.282
H 4.463 -1.021 1.888
H 3.487 1.165 -0.027
H 5.340 -1.178 -0.684
H 4.559 -0.145 -1.900
H 5.701 0.539 -0.756
H 1.549 -2.943 -0.750
H 4.375 -2.922 0.409
H 2.884 -3.024 1.357
H 3.305 -4.306 0.224
H 4.221 -2.510 -2.209
H 3.200 -3.934 -2.253
H 2.633 -2.431 -2.963
H 2.272 -0.500 -3.362
H 1.300 1.283 -4.740
H 0.031 3.124 -3.688
H -0.258 3.191 -1.232
H 1.662 3.829 -0.055
H 2.088 5.541 1.651
H 1.722 5.032 4.045
H 0.852 2.835 4.737
H -2.283 -0.103 3.642
H -1.496 2.524 5.018
H -3.000 1.645 5.212
H -1.514 0.934 5.810
H -2.024 2.774 2.602
H -2.267 1.389 1.536
H -3.501 1.834 2.729
H 0.539 0.442 5.483
H 2.491 -0.992 3.603
H 2.764 0.579 4.375
H 2.675 -0.884 5.351
H 0.246 -2.273 4.084
H 0.548 -2.044 5.805
H -0.980 -1.512 5.115
C -1.405 -4.588 0.481
O -0.707 -3.959 -0.609
C -0.443 -4.704 -1.708
C -0.305 -6.086 -1.718
C 0.024 -6.748 -2.893
C 0.245 -6.045 -4.077
C 0.128 -4.672 -4.069
C -0.238 -4.015 -2.897
N -0.265 -2.582 -2.918
C -0.987 -1.736 -2.279
C -2.237 -1.989 -1.568
C -3.173 -2.872 -2.009
C -4.472 -2.867 -1.438
C -4.823 -1.954 -0.422
C -3.900 -1.069 0.054
C -2.541 -1.096 -0.455
O -1.653 -0.379 0.056
H -1.766 -3.781 1.112
H -0.734 -5.219 1.061
H -2.242 -5.177 0.107
H -0.443 -6.650 -0.807
H 0.124 -7.825 -2.879
H 0.510 -6.562 -4.988
H 0.297 -4.100 -4.976
H 0.449 -2.173 -3.517
H -0.647 -0.705 -2.348
H -2.956 -3.540 -2.836
H -5.217 -3.556 -1.814
H -5.830 -1.958 -0.027
H -4.136 -0.360 0.837
```

Net charge   +3
HOMO energy (alpha / beta)   -0.5788 / -0.6087 Ha
Largest force on an atom   0.99 eV/Å
Relative energy (zero: lowest compared OMol25 entry of this formula, charge and spin)   14.4 kcal/mol
Multiplicity   6

Löwdin atomic charge list, values in e, 2 entries:
1. Ir 0.96
2. C -0.08

***

Entry from the OMol25 dataset: a cluster of 2 separate species, C7H10NOP in total at a distorted geometry (ωB97M-V with the def2-TZVPD basis set).

```
20
C7H10NOP | the OMol25 dataset | ωB97M-V with the def2-TZVPD basis set
C -2.125 -1.714 2.064
C -1.345 -0.523 1.780
C -2.288 -2.693 1.148
C -0.971 -0.580 0.524
C -0.064 1.248 -1.287
C 2.157 2.205 -1.716
C 1.796 0.342 -0.115
N 1.226 1.294 -1.008
O -0.939 1.854 -1.798
P -1.387 -2.161 -0.368
H -2.372 -1.939 3.087
H -1.339 0.277 2.498
H -2.909 -3.606 1.227
H 1.560 2.879 -2.343
H 2.752 2.824 -1.056
H 2.831 1.602 -2.175
H 1.797 0.962 0.856
H 1.272 -0.635 0.127
H 2.728 -0.193 -0.373
H -2.379 -1.441 -1.071
```

Net charge   0
HOMO energy (alpha / beta)   -0.3027 / -0.2765 Ha
Largest force on an atom   3.63 eV/Å
Relative energy (zero: lowest compared OMol25 entry of this formula, charge and spin)   177.7 kcal/mol

Löwdin atomic charge list, values in e, 2 entries:
1. C -0.25
2. C -0.23